(1)
14
Properties=species:S:1:pos:R:3:lowdin_charge:R:1 method="wB97M-V/def2-TZVPD" homo_ev="-7.163 / -9.598" e_tot_ev=-18165.35519 spin_multiplicity=3 e_lumo_ev="0.8 / -2.5"
C -0.614 1.863 -0.143 -0.07
C -0.398 -1.960 -1.366 -0.22
C 0.846 1.993 -0.291 -0.35
O -1.289 -2.220 -0.589 0.06
O 1.546 1.019 -0.293 0.04
S 0.298 -1.791 2.793 0.49
H -0.833 2.145 0.895 0.09
H -1.200 2.714 -0.862 0.15
H -1.041 0.986 -0.514 0.03
H -0.300 -2.476 -2.304 0.08
H 0.585 -1.645 -1.071 0.08
H 1.167 3.027 -0.404 0.11
H 1.593 -1.738 2.524 -0.23
H -0.361 -1.917 1.627 -0.25

(2)
15
Properties=species:S:1:pos:R:3:lowdin_charge:R:1 method="wB97M-V/def2-TZVPD" homo_ev=-9.051 e_tot_ev=-29004.92736 smiles="O=CCCSS.O" e_lumo_ev=0.4
O -1.251 0.479 0.221 -0.08
C -0.632 -0.570 0.673 -0.28
C 0.419 -0.531 1.734 -0.23
C 1.382 0.634 1.378 -0.53
S 2.473 0.290 -0.066 0.45
S 1.166 -0.033 -1.605 0.39
H -0.827 -1.482 0.093 0.11
H 1.043 -1.470 1.862 0.13
H -0.015 -0.390 2.760 0.13
H 2.032 0.655 2.225 0.06
H 0.800 1.534 1.222 0.07
H 1.546 -1.282 -1.641 -0.20
O -2.972 0.437 -2.836 -0.06
H -3.146 1.329 -3.179 0.04
H -2.019 0.400 -2.842 0.00

(3)
14
Properties=species:S:1:pos:R:3:lowdin_charge:R:1 method="wB97M-V/def2-TZVPD" homo_ev="-14.036 / -14.036" e_tot_ev=-9371.62255 total_charge=+1 spin_multiplicity=2 e_lumo_ev="-5.7 / -9.9"
O 1.442 -1.208 0.498 0.41
C 1.563 -0.577 -0.471 -0.09
C 0.539 -0.163 -1.510 -0.02
C 0.562 1.413 -1.327 -0.20
O 0.450 1.849 0.018 -0.03
H 2.528 -0.040 -0.770 0.24
H -0.406 -0.590 -1.487 0.11
H 0.796 -0.416 -2.593 0.18
H -0.237 1.793 -1.882 0.12
H 1.500 1.796 -1.810 0.15
H -0.266 2.370 0.419 0.13
H -3.327 -0.548 2.349 0.01
H -3.550 -1.714 1.521 0.06
O -3.519 -1.477 2.496 -0.08

(4)
15
Properties=species:S:1:pos:R:3:lowdin_charge:R:1 method="wB97M-V/def2-TZVPD" homo_ev=-9.573 e_tot_ev=-20218.41990 smiles="O=C(O)CCS.O" e_lumo_ev=0.5
O -0.215 2.675 0.813 0.12
C -0.951 1.762 0.584 -0.56
O -2.299 1.877 0.705 0.10
C -0.509 0.342 0.308 -0.17
C -0.531 0.207 -1.264 -0.51
S 0.460 -1.268 -1.783 0.68
H -2.385 2.838 0.820 0.13
H -1.136 -0.319 0.901 0.12
H 0.527 0.236 0.596 0.09
H -1.572 0.073 -1.539 0.07
H -0.071 1.124 -1.617 0.07
H 1.446 -0.963 -0.906 -0.15
O 2.770 -3.269 2.175 -0.02
H 1.840 -3.337 2.177 0.01
H 3.106 -2.760 1.461 0.01